1.
Here is C45H53FKN7O5S2SeSi as an isolated structure from OMol25. Energies are from ωB97M-V with the def2-TZVPD basis set.

The value obtained for the maximum force is 0.0192 Eh/bohr. As for the gap between HOMO and LUMO: 0.1766 Eh. For the highest occupied orbital energy, the calculation gives -5.288 eV. The calculation puts the total energy at -6693.22801 a.u. The relative energy (zero: lowest compared OMol25 entry of this formula, charge and spin) is 0.703 eV.

The geometry in XYZ format:
```
116
Properties=species:S:1:pos:R:3:mulliken_charge:R:1
K 0.103 0.363 0.233 1.8991
C -4.308 -2.212 2.605 -0.9353
N -3.583 -0.958 2.627 0.1651
C -4.413 0.231 2.593 -1.1144
C -2.234 -0.834 2.548 1.0776
O -1.678 0.252 2.527 -0.5201
C -1.413 -2.127 2.476 -1.4126
O -0.108 -1.938 2.008 -0.4228
C 0.787 -1.290 2.908 -0.3460
C 2.148 -1.244 2.214 -0.0533
O 2.235 -0.802 1.079 -0.6651
N 3.229 -1.673 2.915 0.3415
C 3.169 -2.161 4.283 -1.1266
C 4.539 -1.604 2.293 -1.0887
H -4.859 -2.322 1.665 0.2136
H -5.026 -2.236 3.428 0.3538
H -3.647 -3.064 2.720 0.3666
H -5.060 0.208 1.711 0.3063
H -3.777 1.109 2.549 0.1259
H -5.047 0.278 3.481 0.5357
H -1.873 -2.806 1.758 0.5312
H -1.424 -2.622 3.458 0.4856
H 0.806 -1.832 3.856 0.8304
H 0.474 -0.260 3.081 0.0960
H 2.726 -1.431 4.962 0.3681
H 4.187 -2.343 4.620 0.3965
H 2.621 -3.102 4.363 0.3222
H 4.417 -1.330 1.250 0.2733
H 5.035 -2.574 2.355 0.3859
H 5.168 -0.860 2.791 0.3296
O 0.730 2.181 -1.119 -0.6309
S 1.650 2.091 -2.296 0.2475
C 3.240 2.684 -1.649 -1.1739
C 3.239 4.034 -0.940 -0.9344
C 2.521 4.069 0.416 0.6755
C 3.349 3.434 1.525 -0.9603
S 2.417 2.833 2.956 -0.1025
O 1.507 1.762 2.455 -0.2862
C 1.372 4.257 3.247 0.4888
C 0.005 4.045 3.266 -0.2929
C -0.840 5.117 3.530 -0.4091
C -0.315 6.375 3.779 -0.6516
C 1.062 6.571 3.772 -0.6036
C 1.913 5.510 3.512 -0.4940
C 1.259 3.486 -3.336 1.0927
C 1.874 3.591 -4.576 -0.9008
C 1.555 4.658 -5.400 -0.6862
C 0.616 5.595 -4.987 -0.4927
C -0.005 5.467 -3.753 -0.6955
C 0.315 4.406 -2.916 -0.6092
H 3.921 2.687 -2.504 0.7163
H 3.558 1.864 -0.997 0.5186
H 2.796 4.779 -1.604 0.3834
H 4.282 4.341 -0.803 0.4420
H 1.566 3.552 0.337 -0.6091
H 2.312 5.108 0.681 0.5256
H 4.134 4.096 1.903 0.4869
H 3.842 2.515 1.194 0.4464
H -0.380 3.052 3.064 0.4306
H -1.912 4.962 3.538 0.4807
H -0.976 7.207 3.985 0.3789
H 1.473 7.553 3.967 0.3993
H 2.986 5.664 3.509 0.3838
H 2.573 2.829 -4.902 0.4189
H 2.018 4.745 -6.374 0.3954
H 0.353 6.418 -5.639 0.3601
H -0.752 6.188 -3.443 0.3973
H -0.173 4.262 -1.961 0.2509
C -0.303 1.383 -6.447 -1.4247
Si -1.333 0.948 -4.905 0.4685
C -2.788 -0.094 -5.517 -1.1596
C -2.091 2.554 -4.257 -0.5386
N -0.455 0.214 -3.652 0.3264
C 0.195 -0.943 -3.852 0.4889
C 0.363 -1.599 -5.107 -0.5174
C 1.057 -2.786 -5.269 -0.9797
C 1.656 -3.429 -4.200 -0.7036
C 1.532 -2.843 -2.941 -0.7260
C 0.836 -1.670 -2.798 -0.3904
F 0.765 -1.199 -1.496 0.1985
H -0.418 2.431 -6.737 0.4234
H -0.583 0.772 -7.310 0.4431
H 0.757 1.204 -6.253 0.3092
H -3.368 0.456 -6.266 0.3584
H -3.454 -0.333 -4.690 0.1582
H -2.465 -1.036 -5.966 0.2962
H -1.945 3.393 -4.942 0.3862
H -1.633 2.813 -3.301 -0.3565
H -3.167 2.442 -4.108 0.4100
H -0.073 -1.140 -5.987 0.3132
H 1.131 -3.214 -6.263 0.4017
H 2.200 -4.355 -4.329 0.3874
H 1.970 -3.289 -2.056 0.4236
Se -7.925 1.797 -1.878 0.1817
N -6.889 0.340 -1.905 -0.8931
C -5.728 0.688 -1.425 0.6631
C -4.604 -0.232 -1.283 0.3286
C -4.676 -1.551 -1.730 -0.5337
C -3.573 -2.360 -1.586 -1.5511
C -2.440 -1.828 -0.972 -0.8972
N -2.366 -0.588 -0.522 1.3521
C -3.417 0.220 -0.698 -0.1582
C -3.268 1.646 -0.301 -0.6518
N -2.079 2.035 0.164 1.1962
C -1.893 3.315 0.432 -1.0528
C -2.876 4.289 0.270 -1.3948
C -4.115 3.893 -0.184 -0.5839
C -4.323 2.548 -0.477 0.8481
C -5.592 2.069 -1.016 0.6924
N -6.643 2.824 -1.169 -0.8988
H -5.583 -1.901 -2.205 0.5406
H -3.565 -3.378 -1.950 0.5276
H -1.543 -2.429 -0.857 0.6207
H -0.901 3.588 0.776 0.4317
H -2.658 5.324 0.496 0.5737
H -4.921 4.598 -0.340 0.5564
```



2.
Here is C45H53N9ReSi as an isolated structure at a distorted geometry from OMol25. Energies are from ωB97M-V with the def2-TZVPD basis set.

As for the expectation value of S²: 1.09. The value obtained for the maximum force is 0.0533 Eh/bohr. As for the spin multiplicity: 2. As for the gap between HOMO and LUMO (alpha / beta): 0.1460 / 0.1822 Eh. For the highest occupied orbital energy (alpha / beta), the calculation gives -12.017 / -12.499 eV. The calculation puts the total energy at -2606.60403 a.u. The relative energy (zero: lowest compared OMol25 entry of this formula, charge and spin) is 2.443 eV. Its net charge is +2.

The geometry in XYZ format:
```
109
Properties=species:S:1:pos:R:3:lowdin_spin:R:1
Re 0.581 0.087 -0.250 -0.1436
C 1.007 1.533 5.393 -0.0024
C 0.382 0.566 4.694 0.1111
C 0.671 0.304 3.258 0.0439
C 1.565 1.320 2.627 0.2141
C 2.266 2.231 3.443 -0.0389
C 1.997 2.350 4.778 0.1852
N 1.788 1.250 1.301 -0.0745
N 2.749 1.986 0.859 0.1446
C 2.978 1.962 -0.456 0.0253
C 4.079 2.678 -0.964 0.0605
C 4.380 2.605 -2.299 -0.0062
C 3.608 1.787 -3.122 0.0884
C 2.532 1.074 -2.612 -0.0116
C 2.141 1.160 -1.286 0.0780
H 0.763 1.700 6.431 -0.0032
H -0.374 -0.051 5.154 0.0052
H -0.275 0.231 2.707 0.0157
H 3.001 2.862 2.968 -0.0053
H 2.525 3.074 5.379 0.0107
H 4.673 3.258 -0.277 0.0023
H 5.214 3.154 -2.707 -0.0019
H 3.856 1.694 -4.168 0.0049
H 1.994 0.437 -3.293 -0.0022
C -2.288 -2.742 -1.586 -0.0003
C -2.167 -3.190 -0.166 -0.0012
C -2.340 -4.537 0.123 -0.0002
C -2.386 -4.990 1.428 -0.0011
C -2.318 -4.071 2.454 0.0019
C -2.125 -2.715 2.205 0.0027
C -2.120 -1.804 3.394 0.0006
C -1.983 -2.269 0.877 0.0026
N -1.629 -0.920 0.620 -0.0040
C -2.505 0.014 0.715 0.0102
C -3.971 -0.242 0.869 0.0019
C -2.092 1.415 0.553 -0.0014
C -3.027 2.462 1.067 -0.0006
N -0.944 1.710 0.014 -0.0042
C -0.851 3.019 -0.564 -0.0007
C -1.660 3.290 -1.689 0.0000
C -2.776 2.399 -2.137 -0.0001
C -1.449 4.464 -2.401 0.0002
C -0.508 5.393 -2.002 0.0000
C 0.151 5.198 -0.806 0.0005
C -0.030 4.038 -0.064 0.0004
C 0.524 4.001 1.324 0.0044
H -1.934 -3.512 -2.267 0.0000
H -1.741 -1.822 -1.758 0.0000
H -3.340 -2.564 -1.816 -0.0001
H -2.467 -5.229 -0.696 0.0000
H -2.509 -6.041 1.639 -0.0001
H -2.422 -4.396 3.478 0.0000
H -2.991 -2.034 4.004 0.0000
H -2.154 -0.753 3.128 0.0003
H -1.240 -1.990 4.009 0.0000
H -4.167 -1.310 0.921 0.0001
H -4.493 0.166 0.002 0.0006
H -4.384 0.234 1.755 0.0005
H -3.255 2.248 2.112 0.0001
H -3.975 2.489 0.536 -0.0003
H -2.576 3.450 1.008 0.0000
H -2.661 1.377 -1.787 0.0000
H -2.845 2.388 -3.220 0.0000
H -3.720 2.798 -1.762 0.0000
H -2.061 4.655 -3.268 0.0000
H -0.342 6.287 -2.580 0.0000
H 0.783 5.973 -0.403 0.0000
H 0.258 4.925 1.836 0.0002
H 1.610 3.937 1.307 0.0000
H 0.121 3.166 1.891 0.0020
C 3.757 -1.953 0.174 0.0005
C 2.751 -2.344 -0.857 0.0001
C 2.867 -3.510 -1.603 -0.0029
C 1.916 -3.794 -2.578 0.0029
C 0.907 -2.891 -2.853 -0.0026
C 0.864 -1.712 -2.109 0.0067
N 1.730 -1.522 -1.083 0.0019
N 0.019 -0.649 -2.200 0.0047
Si -0.593 -0.144 -3.807 -0.0002
C -0.193 1.703 -4.066 -0.0007
C 0.296 -1.061 -5.224 -0.0001
C -2.456 -0.503 -4.026 -0.0002
H 4.754 -1.983 -0.262 -0.0001
H 3.735 -2.645 1.014 0.0000
H 3.555 -0.943 0.528 0.0003
H 3.691 -4.178 -1.420 -0.0002
H 1.978 -4.712 -3.140 0.0002
H 0.171 -3.084 -3.611 -0.0001
H 0.644 1.807 -4.749 -0.0001
H 0.062 2.237 -3.159 -0.0002
H -1.028 2.211 -4.533 -0.0001
H 1.340 -1.282 -5.021 0.0000
H 0.264 -0.433 -6.109 0.0000
H -0.192 -1.991 -5.497 0.0000
H -3.097 -0.236 -3.195 0.0000
H -2.631 -1.549 -4.256 0.0000
H -2.788 0.067 -4.889 0.0000
N 1.624 -1.865 5.277 0.0217
C 1.271 -2.150 4.023 0.0370
C 1.413 -1.064 2.960 0.0356
N 1.009 -1.472 1.636 0.0319
C 0.725 -2.737 1.433 0.0476
C 0.665 -3.684 2.459 0.0700
N 0.903 -3.362 3.732 0.0185
H 1.987 -0.967 5.552 0.0024
H 1.581 -2.610 5.960 0.0006
H 2.497 -0.840 2.946 0.0054
H 0.483 -3.060 0.431 0.0023
H 0.423 -4.713 2.266 0.0022
```



3.
Here is C45H53O2PSSn as an isolated structure from OMol25. Energies are from ωB97M-V with the def2-TZVPD basis set.

The value obtained for the maximum force is 0.0060 Eh/bohr. As for the gap between HOMO and LUMO: 0.2013 Eh. For the highest occupied orbital energy, the calculation gives -1.239 eV. The calculation puts the total energy at -2850.98923 a.u. The relative energy (zero: lowest compared OMol25 entry of this formula, charge and spin) is 0.000 eV. Its net charge is -2.

The geometry in XYZ format:
```
103
Properties=species:S:1:pos:R:3:mulliken_charge:R:1
Sn 0.727 0.396 0.363 0.6446
C 2.599 -0.637 -2.279 -0.9299
C 2.269 0.675 -2.689 0.1434
C 2.914 1.571 -1.776 -0.4598
C 3.594 0.765 -0.831 -0.3753
C 3.399 -0.596 -1.129 -0.4033
C 4.069 -1.775 -0.452 2.9312
C 5.539 -1.855 -0.901 -2.0016
C 3.376 -3.086 -0.830 -2.1473
C 4.036 -1.632 1.071 -1.5546
C 2.966 3.101 -1.674 3.3170
C 4.067 3.535 -0.691 -2.2318
C 3.328 3.766 -3.011 -2.0010
C 1.665 3.708 -1.117 -1.6787
C 1.393 0.889 -3.928 3.1480
C 0.631 -0.405 -4.266 -2.2616
C 2.253 1.218 -5.163 -1.8346
C 0.311 1.962 -3.756 -1.7026
H 2.247 -1.544 -2.746 0.2207
H 4.186 1.140 -0.010 0.4014
H 5.594 -1.952 -1.988 0.3544
H 6.050 -2.712 -0.443 0.4831
H 6.068 -0.942 -0.621 0.3128
H 3.458 -3.278 -1.903 0.2667
H 2.315 -3.052 -0.574 0.3703
H 3.834 -3.927 -0.298 0.4600
H 4.508 -0.703 1.396 0.2718
H 4.559 -2.470 1.550 0.4640
H 3.009 -1.613 1.440 0.1404
H 5.048 3.171 -1.010 0.3722
H 3.867 3.168 0.316 0.2480
H 4.099 4.628 -0.645 0.5057
H 4.239 3.319 -3.417 0.3479
H 3.504 4.838 -2.862 0.4630
H 2.546 3.668 -3.760 0.2540
H 1.517 3.386 -0.084 0.2482
H 0.781 3.412 -1.675 -0.0095
H 1.721 4.804 -1.116 0.5446
H 1.306 -1.192 -4.606 0.2980
H -0.088 -0.211 -5.069 0.5610
H 0.093 -0.773 -3.392 0.2370
H 2.997 0.432 -5.306 0.3469
H 2.787 2.161 -5.048 0.2129
H 1.633 1.282 -6.067 0.4633
H -0.309 1.733 -2.886 0.0810
H -0.332 1.989 -4.644 0.5343
H 0.719 2.958 -3.618 0.2948
O -1.515 3.655 2.070 -0.7757
C -0.898 2.594 2.145 -0.1291
O -0.830 1.713 1.211 -0.1338
C -0.269 2.198 3.471 0.0848
C -1.050 2.401 4.605 -0.6953
C -0.618 2.023 5.866 -0.7150
C 0.639 1.443 5.997 -0.5463
C 1.436 1.257 4.881 -0.5944
C 1.012 1.628 3.597 1.0705
S 2.161 1.442 2.268 -0.4712
H -2.017 2.868 4.465 0.4818
H -1.252 2.176 6.732 0.3518
H 1.002 1.135 6.972 0.3457
H 2.419 0.813 4.980 0.4125
C -2.606 -1.375 -2.536 -1.4345
C -3.923 -1.571 -1.836 0.8639
C -5.056 -1.920 -2.566 -0.8327
C -6.280 -2.128 -1.947 -0.7170
C -6.382 -1.994 -0.571 -0.7839
C -5.260 -1.649 0.170 -0.4660
C -4.029 -1.428 -0.442 0.3146
P -2.523 -0.907 0.487 1.1991
C -3.278 -0.350 2.061 0.9676
C -3.178 -1.094 3.233 -0.6451
C -3.690 -0.613 4.431 -0.7907
C -4.314 0.623 4.460 -0.7436
C -4.416 1.370 3.295 -0.7681
C -3.901 0.909 2.088 0.8391
C -4.022 1.752 0.850 -1.8836
C -1.745 -2.511 0.862 0.5290
C -2.247 -3.724 0.390 -0.9474
C -1.510 -4.897 0.475 -0.7066
C -0.240 -4.848 1.041 -0.8440
C 0.261 -3.661 1.537 -0.5515
C -0.468 -2.457 1.482 0.6156
C 0.101 -1.224 1.992 -1.9820
H -2.705 -1.545 -3.609 0.4075
H -1.849 -2.062 -2.151 0.3018
H -2.215 -0.368 -2.374 0.2426
H -4.970 -2.028 -3.642 0.3750
H -7.148 -2.394 -2.539 0.3442
H -7.331 -2.158 -0.072 0.4124
H -5.340 -1.539 1.245 0.5046
H -2.678 -2.055 3.206 0.4529
H -3.581 -1.196 5.337 0.3838
H -4.698 1.019 5.392 0.3152
H -4.877 2.352 3.322 0.3519
H -4.236 2.787 1.112 0.4619
H -4.818 1.376 0.199 0.3788
H -3.082 1.748 0.296 0.1397
H -3.227 -3.747 -0.073 0.2958
H -1.913 -5.826 0.090 0.3925
H 0.365 -5.747 1.099 0.3535
H 1.250 -3.637 1.982 0.4057
H 1.022 -1.371 2.554 0.8226
H -0.575 -0.580 2.554 0.3878
```



4.
Here is a 15-piece molecular cluster, C45H56F5N15O5S overall at a distorted geometry from OMol25. Energies are from ωB97M-V with the def2-TZVPD basis set.

The value obtained for the maximum force is 0.0370 Eh/bohr. As for the gap between HOMO and LUMO: 0.2418 Eh. For the highest occupied orbital energy, the calculation gives -8.508 eV. The calculation puts the total energy at -3843.18140 a.u.

The geometry in XYZ format:
```
127
Properties=species:S:1:pos:R:3:mulliken_charge:R:1
C -0.219 -1.605 1.078 -1.7303
C 0.789 -0.577 0.568 0.5124
N 1.378 -0.951 -0.743 -0.1022
C 1.251 -0.009 -1.749 0.6003
C 0.284 0.072 -2.681 -0.4294
C -0.882 -0.884 -2.671 1.7199
F -1.606 -0.616 -1.552 -0.3690
F -0.487 -2.186 -2.637 -0.4070
C -1.866 -0.724 -3.854 -0.0074
F -3.094 -1.171 -3.476 -0.3347
F -1.452 -1.411 -4.935 -0.2581
C 0.434 1.137 -3.697 -0.6812
O 0.157 1.003 -4.864 -0.5428
C 1.011 2.437 -3.192 0.8535
S 0.409 3.951 -3.899 1.2355
O -0.598 4.523 -3.085 -0.5515
O 1.516 4.764 -4.265 -0.6686
F -0.279 3.485 -5.202 -0.1041
C 1.957 2.398 -2.256 0.4442
C 2.642 3.606 -1.667 -1.8471
O 1.723 4.523 -1.120 -0.4347
C 0.947 4.004 -0.083 0.4567
C -0.305 4.577 0.114 -0.0147
C -1.127 4.140 1.148 -0.6742
C -0.714 3.120 2.005 -0.5302
C 0.525 2.528 1.784 -1.1378
C 1.358 2.971 0.753 -0.4117
C 2.358 1.030 -1.807 -0.1148
O 3.493 0.766 -1.543 -0.5252
H -0.292 -2.454 0.402 0.4702
H 0.039 -1.974 2.058 0.3168
H -1.223 -1.186 1.111 0.3903
H 0.392 0.429 0.559 -0.2531
H 1.603 -0.570 1.292 0.4289
H 1.104 -1.876 -1.037 0.4453
H -1.985 0.322 -4.125 0.4058
H 3.389 3.334 -0.924 0.3584
H 3.170 4.118 -2.467 0.6107
H -0.674 5.378 -0.507 0.5330
H -2.098 4.576 1.312 0.3225
H -1.332 2.784 2.816 0.6640
H 0.892 1.735 2.410 0.8120
H 2.317 2.493 0.612 0.4157
C -2.298 -4.775 -2.686 -0.4576
C -2.311 -5.492 -1.417 0.3102
N -2.328 -6.054 -0.420 -0.3962
H -2.346 -3.706 -2.496 -0.1113
H -1.385 -5.001 -3.233 0.2735
H -3.157 -5.071 -3.285 0.3546
C 1.462 -5.709 2.829 -0.7671
C 1.766 -4.431 2.200 0.5151
N 2.000 -3.424 1.705 -0.4141
H 0.508 -6.085 2.468 0.1578
H 2.241 -6.431 2.589 0.2942
H 1.410 -5.583 3.906 0.1772
C 0.546 -0.930 -7.693 -0.0403
C 1.274 -1.949 -8.437 0.2172
N 1.841 -2.755 -9.022 -0.4563
H -0.161 -1.402 -7.015 -0.0120
H 1.244 -0.327 -7.115 0.2239
H 0.004 -0.290 -8.378 0.0604
C 4.006 3.448 4.603 -0.8913
C 2.576 3.243 4.801 0.4347
N 1.452 3.075 4.944 -0.3667
H 4.216 4.511 4.499 0.2839
H 4.558 3.058 5.456 0.3221
H 4.332 2.932 3.702 0.2460
C -2.696 2.339 -8.557 -0.7852
C -2.292 1.034 -9.068 0.4900
N -1.972 0.008 -9.465 -0.4798
H -2.866 2.279 -7.484 0.2102
H -1.914 3.069 -8.753 0.2849
H -3.613 2.658 -9.048 0.3342
C 1.150 -0.686 5.986 -1.0280
C 0.412 0.048 4.967 0.4520
N -0.167 0.630 4.169 -0.3442
H 0.555 -1.525 6.341 0.3248
H 2.080 -1.066 5.567 0.2706
H 1.375 -0.026 6.822 0.3195
C 2.660 -5.629 -7.802 -0.5237
C 2.241 -6.698 -6.902 0.2875
N 1.905 -7.534 -6.194 -0.3846
H 1.905 -4.851 -7.835 0.0677
H 3.597 -5.198 -7.455 0.2647
H 2.801 -6.023 -8.806 0.2708
C -4.412 5.798 4.119 -0.6795
C -3.917 4.538 3.582 0.4216
N -3.529 3.548 3.154 -0.4434
H -4.403 6.554 3.334 0.3301
H -5.429 5.671 4.483 0.3200
H -3.781 6.121 4.934 -0.0053
C -3.241 -6.564 3.044 -0.6530
C -2.032 -7.207 3.542 0.4038
N -1.077 -7.709 3.928 -0.4285
H -3.201 -6.513 1.958 0.1665
H -4.114 -7.137 3.349 0.3085
H -3.315 -5.556 3.449 0.2590
C 4.045 -7.170 5.781 -0.8596
C 3.499 -5.827 5.643 0.4316
N 3.068 -4.771 5.533 -0.4176
H 3.364 -7.896 5.338 0.3053
H 5.009 -7.231 5.279 0.2763
H 4.182 -7.402 6.835 0.2707
C 5.205 -4.695 9.473 -0.7255
C 5.782 -5.938 8.976 0.3570
N 6.232 -6.914 8.579 -0.4015
H 5.014 -4.778 10.541 0.2807
H 5.895 -3.873 9.296 0.2573
H 4.269 -4.492 8.957 0.2531
C 1.140 8.358 -2.084 -0.5269
C 0.161 8.433 -1.006 0.3894
N -0.607 8.468 -0.156 -0.4259
H 0.634 8.407 -3.045 0.2497
H 1.840 9.186 -2.004 0.3167
H 1.684 7.416 -2.018 0.0421
C -3.925 8.912 7.160 -0.8418
C -3.965 7.454 7.182 0.4573
N -3.997 6.309 7.196 -0.4220
H -4.738 9.294 6.546 0.2661
H -4.031 9.297 8.172 0.3178
H -2.977 9.248 6.747 0.2747
C -5.504 -1.034 -5.853 -0.3486
C -6.894 -1.442 -5.680 0.1648
N -7.985 -1.761 -5.545 -0.3479
H -5.458 0.031 -6.071 0.2358
H -4.944 -1.236 -4.943 0.0243
H -5.057 -1.587 -6.677 0.2915
```